DFT (ωB97M-V/def2-TZVPD) results for a cluster of 5 separate species, C32H55N3O15PS in total in a non-equilibrium geometry.

Calculated values
net charge = +1
gap between HOMO and LUMO = 7.32 eV
calculated total energy = -3284.45371 Ha

Bonds (Å) are listed after each position.
Geometry (Å):
1 C -0.413 3.404 -0.510  C2 1.583, H29 1.124, H30 1.125, H31 1.127
2 C -1.808 3.912 -1.057  C1 1.583, C3 1.594, H32 1.130, H33 1.122
3 C -2.898 4.006 0.102  C2 1.594, C4 1.583, H34 1.120, H35 1.127
4 C -4.349 4.131 -0.520  C3 1.583, C5 1.575, H36 1.127, H37 1.132
5 C -5.227 2.827 -0.427  C4 1.575, C6 1.586, H38 1.131, H39 1.123
6 C -5.361 2.216 1.029  C5 1.586, C7 1.593, H40 1.128, H41 1.120
7 C -5.421 0.632 0.860  C6 1.593, N8 1.500, H42 1.119, H43 1.125
8 N -4.099 0.086 0.410  C7 1.500, C9 1.521, C28 1.504, H44 1.026
9 C -2.899 0.300 1.320  N8 1.521, C10 1.599, H45 1.129, H46 1.117
10 C -2.166 -1.093 1.600  C9 1.599, C11 1.575, C24 1.608, H47 1.121
11 C -0.625 -0.957 1.898  C10 1.575, C12 1.597, H48 1.127, H49 1.129
12 C -0.266 0.439 2.585  C11 1.597, C13 1.590, H50 1.122, H51 1.128
13 C 1.214 0.372 3.163  C12 1.590, C14 1.599, H52 1.129, H53 1.117
14 C 2.271 0.635 1.993  C13 1.599, C15 1.585, H54 1.131, H55 1.124
15 C 3.226 -0.627 1.897  C14 1.585, C16 1.577, H56 1.121, H57 1.131
16 C 4.466 -0.407 0.948  C15 1.577, C17 1.608, H58 1.122, H59 1.125
17 C 5.673 -1.312 1.505  C16 1.608, S18 1.865, H60 1.130, H61 1.123
18 S 6.866 -0.119 2.301  C17 1.865, C19 1.804
19 C 7.777 0.501 0.873  S18 1.804, N20 1.357, O23 1.362
20 N 7.297 0.225 -0.366  C19 1.357, N21 1.365
21 N 8.195 0.791 -1.223  N20 1.365, C22 1.343
22 C 9.163 1.374 -0.496  N21 1.343, O23 1.406, H62 1.108
23 O 8.933 1.221 0.882  C19 1.362, C22 1.406
24 C -2.615 -1.861 0.260  C10 1.608, P25 1.891, C28 1.599, H63 1.138
25 P -2.258 -3.717 0.199  C24 1.891, O26 1.689, O27 1.704
26 O -3.414 -4.512 -0.741  P25 1.689, H64 0.978
27 O -0.791 -3.941 -0.637  P25 1.704, H65 0.983
28 C -4.149 -1.410 0.260  N8 1.504, C24 1.599, H66 1.125, H67 1.120
29 H -0.504 2.298 -0.328  C1 1.124
30 H -0.117 3.913 0.448  C1 1.125
31 H 0.420 3.536 -1.259  C1 1.127
32 H -2.198 3.196 -1.840  C2 1.130
33 H -1.640 4.916 -1.529  C2 1.122
34 H -2.781 3.195 0.865  C3 1.120
35 H -2.681 4.983 0.619  C3 1.127
36 H -4.880 5.048 -0.135  C4 1.127
37 H -4.200 4.331 -1.624  C4 1.132
38 H -4.899 2.039 -1.170  C5 1.131
39 H -6.265 3.112 -0.747  C5 1.123
40 H -6.327 2.560 1.499  C6 1.128
41 H -4.550 2.523 1.740  C6 1.120
42 H -5.730 0.102 1.796  C7 1.119
43 H -6.221 0.455 0.089  C7 1.125
44 H -3.753 0.381 -0.510  N8 1.026
45 H -3.393 0.567 2.299  C9 1.129
46 H -2.295 1.102 0.830  C9 1.117
47 H -2.647 -1.730 2.386  C10 1.121
48 H -0.335 -1.760 2.633  C11 1.127
49 H -0.003 -1.030 0.959  C11 1.129
50 H -1.026 0.732 3.357  C12 1.122
51 H -0.253 1.225 1.777  C12 1.128
52 H 1.357 -0.692 3.513  C13 1.129
53 H 1.396 1.097 3.994  C13 1.117
54 H 1.715 0.776 1.018  C14 1.131
55 H 2.935 1.514 2.217  C14 1.124
56 H 2.659 -1.553 1.618  C15 1.121
57 H 3.621 -0.797 2.943  C15 1.131
58 H 4.263 -0.785 -0.089  C16 1.122
59 H 4.823 0.660 0.928  C16 1.125
60 H 5.346 -2.032 2.311  C17 1.130
61 H 6.161 -1.915 0.693  C17 1.123
62 H 10.065 1.903 -0.860  C22 1.108
63 H -2.011 -1.473 -0.623  C24 1.138
64 H -3.476 -4.113 -1.633  O26 0.978
65 H -0.867 -3.482 -1.503  O27 0.983
66 H -4.488 -1.769 -0.750  C28 1.125
67 H -4.823 -1.884 1.018  C28 1.120
68 C -9.906 2.369 -3.383  C69 1.502, O73 1.427, H74 1.089, H75 1.092
69 C -8.759 2.277 -4.349  C68 1.502, O70 1.427, H76 1.093, H77 1.089
70 O -7.629 2.169 -3.484  C69 1.427, C71 1.355
71 C -8.071 1.672 -2.304  O70 1.355, O72 1.197, O73 1.353
72 O -7.353 1.303 -1.419  C71 1.197
73 O -9.423 1.645 -2.252  C68 1.427, C71 1.353
74 H -10.818 1.919 -3.772  C68 1.089
75 H -10.119 3.397 -3.080  C68 1.092
76 H -8.810 1.385 -4.978  C69 1.093
77 H -8.679 3.156 -4.987  C69 1.089
78 C 6.346 -5.876 1.129  C79 1.500, O83 1.428, H84 1.089, H85 1.093
79 C 5.142 -6.726 1.411  C78 1.500, O80 1.428, H86 1.091, H87 1.089
80 O 4.327 -5.870 2.211  C79 1.428, C81 1.356
81 C 4.687 -4.594 1.930  O80 1.356, O82 1.196, O83 1.358
82 O 4.090 -3.627 2.304  C81 1.196
83 O 5.811 -4.552 1.169  C78 1.428, C81 1.358
84 H 6.790 -6.089 0.158  C78 1.089
85 H 7.116 -5.970 1.899  C78 1.093
86 H 4.594 -6.988 0.504  C79 1.091
87 H 5.393 -7.638 1.949  C79 1.089
88 C 1.000 8.261 0.178  C89 1.503, O93 1.426, H94 1.089, H95 1.093
89 C 1.373 6.950 0.812  C88 1.503, O90 1.426, H96 1.093, H97 1.089
90 O 0.169 6.563 1.469  C89 1.426, C91 1.359
91 C -0.857 7.189 0.835  O90 1.359, O92 1.192, O93 1.357
92 O -2.010 6.954 1.028  C91 1.192
93 O -0.401 8.116 -0.046  C88 1.426, C91 1.357
94 H 1.527 8.437 -0.759  C88 1.089
95 H 1.165 9.111 0.844  C88 1.093
96 H 1.634 6.186 0.074  C89 1.093
97 H 2.191 7.048 1.524  C89 1.089
98 C 4.287 -7.100 -2.965  C99 1.504, O103 1.426, H104 1.089, H105 1.093
99 C 4.878 -7.901 -4.091  C98 1.504, O100 1.425, H106 1.093, H107 1.089
100 O 6.225 -8.097 -3.667  C99 1.425, C101 1.357
101 C 6.245 -7.985 -2.315  O100 1.357, O102 1.190, O103 1.362
102 O 7.178 -8.256 -1.629  C101 1.190
103 O 5.055 -7.520 -1.840  C98 1.426, C101 1.362
104 H 3.228 -7.309 -2.812  C98 1.089
105 H 4.419 -6.024 -3.101  C98 1.093
106 H 4.399 -8.876 -4.209  C99 1.093
107 H 4.843 -7.373 -5.043  C99 1.089